(1)
Entry from the Open Molecules 2025 dataset: C2H4O2P2 in the gas phase (ωB97M-V/def2-TZVPD).

Structure (XYZ):
```
10
Properties=species:S:1:pos:R:3:nbo_charge:R:1
C -1.098 -0.198 -1.370 -0.8371
C 1.335 -0.040 0.614 -1.0244
O -0.525 2.051 0.351 -1.0142
O -1.155 -0.608 0.942 -0.9775
P -2.029 -1.224 -0.414 0.8013
P -0.268 0.597 0.112 2.0372
H -1.302 0.164 -2.385 0.2340
H 2.042 -0.291 -0.162 0.2596
H 1.802 0.573 1.284 0.2573
H 1.199 -1.024 1.028 0.2638
```

energy relative to the best compared isomer or geometry (same formula, charge and spin)	40.3	kJ/mol
spin multiplicity	3
HOMO energy (alpha / beta)	-7.077 / -10.270	eV
M	122.00	g mol⁻¹
DFT total energy	-911.712647	a.u.
frontier orbital gap (alpha / beta)	0.2851 / 0.2686	Ha

(2)
Entry from the Open Molecules 2025 dataset: C3H6O2 in the gas phase (ωB97M-V/def2-TZVPD).

Structure (XYZ):
```
11
Properties=species:S:1:pos:R:3:nbo_charge:R:1
C 1.527 -0.153 0.040 -0.7231
C 0.170 0.480 0.035 0.5725
C -1.057 -0.447 -0.012 -0.1649
H 1.548 -1.065 -0.543 0.2286
H 1.799 -0.385 1.074 0.2459
H 2.216 0.581 -0.394 0.2445
H -0.941 -0.954 -1.023 0.1817
H -1.026 -1.216 0.782 0.1971
H -1.976 1.201 -0.033 0.4875
O 0.003 1.693 0.008 -0.5611
O -2.262 0.266 0.066 -0.7086
```

energy relative to the best compared isomer or geometry (same formula, charge and spin)	74.9	kJ/mol
HOMO energy	-10.260	eV
M	74.08	g mol⁻¹
structure (SMILES)	CC(=O)CO
DFT total energy	-268.376693	a.u.
frontier orbital gap	0.4078	Ha

(3)
Entry from the Open Molecules 2025 dataset: a molecular structure, C10H10FeN2O4 (ωB97M-V/def2-TZVPD).

Structure (XYZ):
```
27
Properties=species:S:1:pos:R:3:nbo_charge:R:1
Fe 0.174 1.019 -0.207 0.1874
C 0.225 1.732 1.406 0.5309
O 0.260 2.423 2.326 -0.3655
C -0.023 2.635 -1.045 0.4411
O 0.139 3.704 -1.488 -0.3914
C -1.532 1.616 -0.288 0.4275
O -2.699 1.725 -0.151 -0.3740
C 1.934 1.387 -0.172 0.5787
O 3.064 1.641 -0.120 -0.3263
C 0.237 -0.068 -2.544 -0.4488
H 1.154 -0.644 -2.608 0.2117
H -0.683 -0.635 -2.441 0.2273
C 0.212 1.250 -2.806 -0.3364
H -0.718 1.737 -3.087 0.2571
H 1.119 1.795 -3.051 0.2469
C -1.452 -0.884 2.516 -0.7227
C -0.594 -1.471 1.474 0.6287
N 0.104 -0.775 0.547 -0.5120
C 0.993 -1.665 -0.058 0.0899
C 0.822 -2.907 0.476 0.1886
N -0.202 -2.761 1.428 -0.5115
H -2.336 -0.399 2.098 0.3147
H -1.824 -1.632 3.219 0.2868
H -0.895 -0.155 3.113 0.3061
H 1.690 -1.318 -0.821 0.2776
H 1.375 -3.823 0.263 0.2995
H -0.543 -3.526 2.020 0.4882
```

energy relative to the best compared isomer or geometry (same formula, charge and spin)	8.7	kJ/mol
spin multiplicity	5
HOMO energy (alpha / beta)	-13.557 / -17.719	eV
M	278.04	g mol⁻¹
DFT total energy	-2060.358951	a.u.
frontier orbital gap (alpha / beta)	0.2122 / 0.1892	Ha
charge	+2

(4)
Entry from the Open Molecules 2025 dataset: a molecular structure, C8H24F3HfO8 (ωB97M-V/def2-TZVPD).

Structure (XYZ):
```
44
Properties=species:S:1:pos:R:3:nbo_charge:R:1
Hf 0.068 3.208 -0.864 2.3329
F -0.245 0.875 -0.527 -0.7775
F -1.965 3.053 0.523 -0.7990
F 2.063 2.380 0.097 -0.7433
C 1.924 -1.425 1.256 -0.0935
C 3.248 -0.776 0.624 -0.1050
O 4.151 -0.344 1.655 -0.7269
O 1.007 -0.426 1.841 -0.7319
H 2.280 -2.205 1.929 0.1816
H 1.477 -2.074 0.503 0.1713
H 3.049 0.110 0.021 0.1891
H 3.665 -1.386 -0.177 0.1641
H 4.779 -1.014 1.935 0.4667
H 0.629 0.119 1.147 0.4793
C 2.876 -0.755 -3.794 -0.0964
C 1.796 -0.523 -2.696 -0.0719
O 0.513 -1.059 -2.996 -0.7159
O 4.085 -0.216 -3.328 -0.6991
H 2.511 -0.216 -4.668 0.1431
H 2.868 -1.710 -4.320 0.1955
H 1.710 0.562 -2.639 0.1285
H 2.299 -1.047 -1.884 0.1783
H -0.055 -0.445 -2.525 0.4742
H 4.000 0.716 -3.543 0.4653
C -3.376 -0.798 -1.654 -0.0815
C -3.003 -1.548 -0.282 -0.0999
O -1.612 -1.720 -0.112 -0.7281
O -3.014 -1.587 -2.736 -0.7181
H -2.882 0.171 -1.590 0.1314
H -4.454 -0.642 -1.631 0.1795
H -3.402 -2.563 -0.281 0.1760
H -3.309 -0.970 0.590 0.1893
H -1.244 -0.837 -0.195 0.4704
H -2.108 -1.880 -2.621 0.4794
C -2.135 2.223 3.980 -0.0919
C -1.958 0.863 3.328 -0.1006
O -2.588 0.790 2.103 -0.7331
O -1.496 3.296 3.307 -0.7305
H -1.829 2.145 5.023 0.1721
H -3.204 2.430 3.956 0.1533
H -2.278 0.197 4.130 0.1794
H -0.887 0.673 3.251 0.1843
H -2.090 1.245 1.420 0.4867
H -1.868 3.110 2.442 0.4723
```

spin multiplicity	2
HOMO energy (alpha / beta)	-9.204 / -9.204	eV
M	483.76	g mol⁻¹
DFT total energy	-1268.511778	a.u.
frontier orbital gap (alpha / beta)	0.1901 / 0.1727	Ha

(5)
Entry from the Open Molecules 2025 dataset: a molecular structure, C51H42N2OP2PdSSi (ωB97M-V/def2-TZVPD).

Structure (XYZ):
```
101
Properties=species:S:1:pos:R:3:lowdin_charge:R:1
Pd -0.275 0.038 -0.331 0.5815
C -2.931 0.491 -2.656 -0.1628
Si -2.251 -0.614 -1.305 0.5621
C -3.483 -0.833 0.091 -0.2966
C -4.841 -1.030 -0.176 -0.0823
C -5.740 -1.283 0.845 -0.0595
C -5.289 -1.353 2.157 -0.0563
C -3.949 -1.154 2.439 -0.0673
C -3.043 -0.875 1.415 -0.3581
P -1.257 -0.613 1.751 1.0715
C -0.855 -2.164 2.617 -0.3344
C -0.031 -2.201 3.738 -0.1110
C 0.246 -3.411 4.361 -0.0849
C -0.265 -4.595 3.851 -0.0691
C -1.061 -4.568 2.713 -0.0735
C -1.356 -3.361 2.101 -0.0883
C -1.130 0.650 3.065 -0.3252
C -1.680 0.436 4.333 -0.0999
C -1.621 1.421 5.303 -0.0652
C -0.990 2.629 5.032 -0.0684
C -0.394 2.830 3.799 -0.0594
C -0.459 1.844 2.824 -0.0837
C -1.981 -2.303 -2.111 -0.2751
C -3.034 -2.991 -2.723 -0.0792
C -2.807 -4.163 -3.422 -0.0605
C -1.514 -4.664 -3.549 -0.0602
C -0.458 -4.000 -2.952 -0.0788
C -0.699 -2.835 -2.223 -0.3717
P 0.630 -1.889 -1.435 1.0309
C 1.682 -3.095 -0.582 -0.3417
C 2.992 -2.726 -0.249 -0.1149
C 3.726 -3.488 0.639 -0.1151
C 3.320 -4.804 0.881 -0.0752
C 2.037 -5.198 0.547 -0.0639
C 1.194 -4.309 -0.120 -0.0816
C 1.647 -1.344 -2.849 -0.3475
C 1.283 -0.158 -3.486 -0.1091
C 2.000 0.308 -4.576 -0.0656
C 3.096 -0.407 -5.039 -0.0694
C 3.457 -1.596 -4.422 -0.0653
C 2.735 -2.066 -3.334 -0.0850
H -3.765 -0.016 -3.151 0.0374
H -2.167 0.665 -3.417 0.0345
H -3.275 1.453 -2.282 0.0284
H -5.205 -0.980 -1.197 0.1011
H -6.788 -1.434 0.622 0.1112
H -5.982 -1.561 2.960 0.1114
H -3.619 -1.225 3.465 0.0940
H 0.376 -1.283 4.143 0.1137
H 0.871 -3.425 5.245 0.1129
H -0.049 -5.536 4.339 0.1089
H -1.467 -5.488 2.311 0.1114
H -1.997 -3.348 1.225 0.1107
H -2.129 -0.514 4.585 0.0937
H -2.062 1.243 6.275 0.1097
H -0.950 3.401 5.789 0.1090
H 0.129 3.754 3.589 0.1098
H 0.027 2.006 1.874 0.0752
H -4.048 -2.612 -2.651 0.0989
H -3.635 -4.688 -3.881 0.1106
H -1.335 -5.568 -4.116 0.1107
H 0.551 -4.382 -3.054 0.1129
H 3.416 -1.820 -0.654 0.0894
H 4.790 -3.284 0.704 0.1273
H 3.993 -5.491 1.379 0.1137
H 1.692 -6.200 0.765 0.1104
H 0.169 -4.597 -0.317 0.1032
H 0.432 0.411 -3.123 0.0816
H 1.708 1.231 -5.059 0.1102
H 3.666 -0.039 -5.882 0.1088
H 4.301 -2.164 -4.791 0.1092
H 3.027 -2.997 -2.866 0.1050
S -1.067 4.443 -0.564 1.0587
C -2.561 3.752 -0.110 -0.3894
C -2.481 2.401 0.047 -0.2271
C -1.181 1.882 -0.208 -0.3346
C -0.310 2.893 -0.551 -0.5346
C 1.108 2.686 -0.779 -0.2891
C 2.007 3.703 -1.099 -0.0168
C 3.340 3.391 -1.273 -0.0435
C 3.757 2.076 -1.113 -0.0430
C 2.810 1.125 -0.791 -0.1309
N 1.518 1.409 -0.634 0.0405
H -3.423 4.383 0.043 0.0735
H -3.329 1.805 0.356 0.0990
H 1.659 4.721 -1.208 0.1020
H 4.050 4.167 -1.528 0.1158
H 4.791 1.789 -1.239 0.1098
H 3.079 0.091 -0.644 0.0779
O 2.068 -0.708 1.642 -0.1400
N 2.952 -1.145 2.474 -0.2069
C 3.924 -0.305 2.912 -0.0036
C 4.853 -0.726 3.833 -0.0417
C 4.809 -2.030 4.309 -0.0607
C 3.859 -2.886 3.785 -0.0388
C 2.996 -2.465 2.782 -0.0792
H 3.850 0.693 2.510 0.1343
H 5.602 -0.027 4.178 0.1147
H 5.491 -2.360 5.079 0.1117
H 3.804 -3.919 4.103 0.1209
H 2.026 -2.928 2.674 0.1156
```

energy relative to the best compared isomer or geometry (same formula, charge and spin)	0.0	kJ/mol
spin multiplicity	2
HOMO energy (alpha / beta)	-9.463 / -10.380	eV
M	927.43	g mol⁻¹
DFT total energy	-3651.485048	a.u.
frontier orbital gap (alpha / beta)	0.2695 / 0.2467	Ha
charge	+1